Computed, not measured: a molecular structure, C47H54AsN7OY, with ωB97M-V/def2-TZVPD.

Results
Lowest unoccupied orbital energy (Eh): -0.0707
E_HOMO (eV): -9.14
Electronic energy (hartree): -4555.94479
Net charge: +1
HOMO-LUMO gap (Ha): 0.265
M (g mol⁻¹): 896.8
2S+1: 1

XYZ file:
```
111
Properties=species:S:1:pos:R:3:mulliken_charge:R:1
Y 0.433 0.334 0.124 -1.499
C 2.648 -2.715 -1.541 -1.575
C 1.644 -2.697 -0.386 0.685
C 2.137 -2.197 0.995 -1.072
N 1.155 -1.276 1.555 0.715
C 0.979 -1.008 2.829 1.324
C 1.861 -1.505 3.825 -1.039
C 1.800 -1.519 5.199 -0.649
C 0.818 -1.043 6.063 -0.755
C -0.306 -0.348 5.676 -0.508
C -0.710 0.089 4.420 -0.752
C -0.157 -0.055 3.137 0.176
N -0.651 0.617 2.096 2.412
C -1.634 1.675 2.228 -1.332
C -1.892 2.424 0.897 -1.421
C -0.757 3.271 0.270 -0.869
N 0.115 2.468 -0.578 1.803
C 1.095 2.946 -1.315 0.546
C 1.432 4.325 -1.279 -0.760
C 2.286 5.099 -2.032 -0.750
C 3.100 4.762 -3.108 -0.923
C 3.251 3.490 -3.617 -0.878
C 2.714 2.277 -3.202 -0.770
C 1.833 1.921 -2.165 1.487
N 1.544 0.647 -1.883 1.165
C 1.901 -0.505 -2.719 -1.205
C 3.058 -1.374 -2.170 -0.434
H 2.225 -3.338 -2.335 0.466
H 3.556 -3.233 -1.219 0.429
H 1.268 -3.715 -0.260 0.647
H 0.737 -2.159 -0.703 -0.599
H 3.112 -1.698 0.890 0.388
H 2.301 -3.046 1.665 0.530
H 2.747 -1.974 3.413 0.337
H 2.648 -2.000 5.675 0.348
H 0.957 -1.226 7.120 0.356
H -0.977 -0.058 6.479 0.356
H -1.619 0.677 4.438 0.290
H -1.317 2.406 2.989 0.400
H -2.598 1.283 2.582 0.625
H -2.727 3.103 1.091 0.590
H -2.259 1.721 0.139 -0.192
H -0.197 3.768 1.074 0.134
H -1.196 4.080 -0.329 0.745
H 0.887 4.878 -0.525 0.381
H 2.301 6.146 -1.745 0.395
H 3.660 5.558 -3.578 0.399
H 3.925 3.402 -4.463 0.371
H 3.088 1.431 -3.765 0.401
H 2.102 -0.193 -3.747 0.949
H 1.001 -1.131 -2.777 -0.203
H 3.643 -0.800 -1.454 -0.393
H 3.746 -1.604 -2.988 0.450
O -1.256 -0.707 -0.925 -0.069
As -2.541 -0.765 -1.995 1.106
C -4.072 -1.271 -0.977 -0.010
C -4.001 -1.146 0.406 -0.204
C -5.106 -1.481 1.175 -0.794
C -6.267 -1.933 0.564 -0.512
C -6.332 -2.061 -0.818 -0.725
C -5.232 -1.731 -1.593 -0.696
C -2.754 0.967 -2.766 0.745
C -4.008 1.555 -2.898 -0.487
C -4.112 2.825 -3.444 -0.819
C -2.970 3.497 -3.859 -0.763
C -1.721 2.903 -3.735 -0.847
C -1.609 1.634 -3.188 -0.327
C -2.238 -2.064 -3.358 0.142
C -1.815 -1.689 -4.627 0.000
C -1.529 -2.667 -5.568 -0.851
C -1.664 -4.008 -5.239 -0.506
C -2.089 -4.381 -3.970 -0.861
C -2.377 -3.409 -3.025 -0.482
H -3.081 -0.812 0.875 0.167
H -5.059 -1.397 2.252 0.476
H -7.126 -2.194 1.167 0.399
H -7.236 -2.421 -1.290 0.427
H -5.279 -1.843 -2.671 0.469
H -4.900 1.039 -2.562 0.465
H -5.083 3.292 -3.542 0.430
H -3.055 4.489 -4.282 0.426
H -0.830 3.430 -4.054 0.545
H -0.633 1.179 -3.069 0.059
H -1.717 -0.642 -4.892 0.431
H -1.204 -2.382 -6.560 0.447
H -1.441 -4.767 -5.977 0.424
H -2.198 -5.427 -3.717 0.433
H -2.709 -3.701 -2.035 0.438
C 6.402 1.522 0.448 -0.794
C 5.357 1.394 -0.638 -0.503
N 4.073 1.090 -0.021 0.800
C 3.634 1.721 1.118 -0.450
N 2.356 1.687 1.367 0.790
C 1.915 2.501 2.501 -0.696
C 2.895 2.443 3.657 -0.612
C 4.226 2.953 3.156 -0.839
N 4.590 2.274 1.920 0.235
C 5.930 2.573 1.431 -0.674
H 7.363 1.813 0.024 0.396
H 6.528 0.566 0.957 0.311
H 5.598 0.586 -1.330 0.334
H 5.303 2.323 -1.222 0.323
H 3.317 0.985 -0.682 -0.631
H 0.938 2.155 2.821 -0.258
H 1.791 3.545 2.180 0.389
H 2.984 1.411 4.005 0.201
H 2.556 3.052 4.496 0.402
H 5.023 2.776 3.881 0.500
H 4.178 4.036 2.985 0.317
H 6.589 2.614 2.299 0.360
H 5.949 3.568 0.966 0.300
```